{"formula": "C19H20F3INO3S", "method": "the ωB97M-V functional and the def2-TZVPD basis", "symbols": ["C", "C", "C", "C", "C", "I", "C", "C", "C", "C", "O", "S", "C", "F", "F", "F", "H", "H", "H", "H", "H", "H", "H", "H", "H", "H", "C", "C", "O", "C", "C", "C", "C", "C", "N", "C", "C", "O", "H", "H", "H", "H", "H", "H", "H", "H", "H", "H"], "positions_angstrom": [[-0.6673, 2.8644, -3.4577], [-0.3392, 2.4476, -2.0204], [-0.4292, 3.7015, -1.1331], [-1.1158, 1.2072, -1.6310], [-0.3365, 0.0491, -1.6756], [1.3762, 1.3825, 0.9140], [-0.9781, -1.2043, -1.6865], [-2.3585, -1.2679, -1.6007], [-3.1047, -0.1077, -1.4268], [-2.4945, 1.1527, -1.3924], [1.0468, 2.0562, -1.9747], [1.3793, 0.3701, -1.6675], [2.8727, 0.5565, -3.3749], [4.1690, 0.4159, -3.0294], [2.5088, -0.4487, -4.2033], [2.7596, 1.7155, -4.0422], [-1.5730, 3.4807, -3.4262], [0.1395, 3.4837, -3.8840], [-0.8925, 1.9931, -4.0986], [-1.4632, 4.0991, -1.2583], [-0.2047, 3.5162, -0.0754], [0.2942, 4.4413, -1.5185], [-0.4292, -2.1262, -1.8233], [-2.8623, -2.2279, -1.6953], [-4.1860, -0.1662, -1.3104], [-3.0718, 2.0723, -1.2346], [4.5886, -1.2273, 3.4825], [3.1703, -0.7241, 3.5464], [2.4184, -1.4935, 2.5951], [1.0952, -1.2051, 2.6563], [0.3963, -1.3173, 1.3752], [-0.9653, -1.7055, 1.5711], [-1.8577, -0.8596, 2.3079], [-3.2096, -1.2286, 2.4502], [-3.7181, -2.3307, 1.8916], [-2.8934, -3.1860, 1.2806], [-1.5438, -2.9081, 1.0614], [0.5559, -0.8912, 3.7154], [5.1978, -0.6566, 4.1915], [4.6339, -2.2934, 3.7283], [4.9731, -1.0745, 2.4644], [2.7319, -0.8060, 4.5518], [3.1368, 0.3243, 3.2054], [0.9647, -1.6630, 0.5293], [-1.5151, 0.0956, 2.6975], [-3.8865, -0.5894, 3.0333], [-3.3453, -4.1267, 0.9482], [-0.9676, -3.5905, 0.4433]], "forces_ev_per_angstrom": [[-0.4115, -0.1109, -0.3245], [0.8315, 0.1242, 0.5948], [-0.7819, 0.0941, -0.1281], [-0.5499, 0.4997, -0.0137], [-1.7894, -0.2252, -0.4395], [0.3277, 0.7557, 0.7302], [0.6062, 0.4107, -0.1827], [-0.1757, 0.1836, -0.2223], [-0.2245, 0.4290, 0.3656], [0.6311, -0.3519, -0.4211], [0.9695, -1.5196, -0.5326], [0.3569, 1.1482, 0.2297], [-1.5528, 0.7199, 0.8483], [-0.2746, -0.3085, -0.1986], [0.5908, -0.0606, -0.2452], [0.2959, -0.0909, -0.4902], [0.0336, -0.1003, -0.1060], [-0.2125, -0.4092, 0.2177], [0.3706, 0.3663, 0.2027], [0.6776, -0.0185, 0.2943], [-0.1620, -0.0867, -0.4603], [-0.3627, -0.2705, 0.1078], [0.2377, 0.0667, 0.1713], [0.1449, 0.2153, 0.2024], [0.2269, -0.0851, 0.0139], [0.2270, -0.4407, -0.1840], [0.1104, 0.0645, -0.0854], [0.1694, 0.0465, -0.1101], [0.4583, 0.4415, 0.2495], [-1.5922, 0.1782, -0.8253], [0.8956, -0.8156, 1.5349], [-1.8284, 0.1895, -0.3417], [-0.6340, -0.7521, -0.2738], [1.3973, 0.1204, -0.5447], [-0.6396, -0.4723, 0.7720], [0.5274, 0.7789, -0.0899], [-0.4034, 0.5270, 0.1329], [0.5863, -0.0014, -0.2804], [0.0707, -0.1518, -0.1160], [0.0654, 0.1517, -0.0155], [0.0446, -0.1104, 0.2964], [0.1190, -0.0054, -0.3937], [-0.0784, -0.2554, 0.3453], [0.1455, -0.5820, -0.0420], [0.0703, -0.3377, 0.0034], [0.1353, -0.2420, -0.3971], [0.1700, 0.2978, -0.0955], [0.1801, -0.0044, 0.2468]], "orbital_gap_ha": 0.147, "e_above_lowest_kcal_mol": 17.84, "e_tot_ha": -2011.8660, "total_charge": -1, "homo_ev": -2.85}